1.
C10H8CsN2OS2 | ωB97M-V/def2-TZVPD

The geometry in XYZ format:
```
24
Properties=species:S:1:pos:R:3:lowdin_charge:R:1
Cs -1.05683 -1.46481 0.27077 0.9321
O 1.39109 -2.07252 -0.66435 -0.4536
N 2.08693 -1.81189 -1.74260 -0.2611
C 3.43701 -1.84228 -1.63355 -0.0533
C 4.26597 -1.57710 -2.69012 -0.0980
C 3.67636 -1.26945 -3.92076 -0.1121
C 2.31106 -1.23940 -4.01393 -0.1250
C 1.44717 -1.49832 -2.92227 -0.7482
S -0.25290 -1.42298 -3.03378 0.4210
H 3.76409 -2.09121 -0.63607 0.1227
H 5.33595 -1.61298 -2.54358 0.0904
H 4.28374 -1.05223 -4.79034 0.0939
H 1.81663 -1.00111 -4.94556 0.0887
S -3.67650 -1.22538 2.44745 0.2803
C -3.19441 0.43147 2.68188 -0.8730
C -3.86200 1.24252 3.63139 -0.1483
C -3.49392 2.55015 3.82133 -0.1170
C -2.44654 3.08853 3.07028 -0.1179
C -1.83657 2.23986 2.16647 -0.1975
N -2.18022 0.96871 1.96818 -0.0707
H -4.66763 0.79275 4.19565 0.0800
H -4.01857 3.15628 4.55225 0.0922
H -2.11693 4.11258 3.17807 0.0804
H -1.01299 2.59881 1.55321 0.0939
```

Computed properties:
Net charge: -1
Gap between HOMO and LUMO in Eh: 0.230
Spin multiplicity: 1
E_LUMO in hartree: 0.087

---

2.
C10H8F6N4O4PdS4 | ωB97M-V/def2-TZVPD

The geometry in XYZ format:
```
37
Properties=species:S:1:pos:R:3:lowdin_charge:R:1
Pd -0.26709 -0.11236 -0.27416 0.7550
C 2.65489 2.64018 -4.08281 -0.3875
S 0.91413 2.78978 -3.64237 0.8841
C 0.73673 1.50503 -2.50559 -1.0855
S -0.90028 1.16602 -1.99442 0.6545
N 1.77747 0.82547 -2.11708 -0.0433
N 1.39803 -0.19632 -1.26753 -0.1616
C 2.20284 -1.17112 -1.06831 -0.0174
C 1.85866 -2.28234 -0.16837 -0.2546
C 2.79418 -3.25575 0.14306 -0.0038
C 2.41881 -4.27061 1.01197 -0.0401
C 1.13667 -4.27241 1.53247 -0.0265
C 0.26457 -3.25379 1.16785 -0.1045
N 0.61336 -2.29181 0.33044 0.0558
H 2.83408 3.40519 -4.83558 0.0345
H 2.86016 1.65507 -4.49155 0.0375
H 3.27530 2.82048 -3.20927 0.0399
H 3.16267 -1.13123 -1.57321 0.1416
H 3.79004 -3.21253 -0.27624 0.1185
H 3.12290 -5.04617 1.28170 0.1143
H 0.81053 -5.04161 2.21790 0.1131
H -0.74107 -3.19566 1.56562 0.1194
F -0.26689 0.17662 5.24879 0.1581
C -0.81036 -0.61636 4.33903 -0.6816
F -2.10751 -0.75238 4.58811 0.1534
F -0.23155 -1.81882 4.40760 0.1313
S -0.54425 0.04025 2.63441 0.5649
O -1.54982 -0.62563 1.79452 -0.3571
O 0.80600 -0.31444 2.27432 -0.3097
N -0.81033 1.54617 2.88638 -0.2876
S -0.90413 2.53038 1.63840 0.5573
O -1.96657 2.18024 0.74887 -0.3356
O 0.37264 2.86913 1.08074 -0.2835
C -1.47603 4.02628 2.54368 -0.6900
F -1.61898 5.01109 1.65832 0.1435
F -2.64428 3.80685 3.13852 0.1474
F -0.58475 4.39385 3.45989 0.1458
```

Computed properties:
Net charge: 0
Gap between HOMO and LUMO in Eh: 0.264
Spin multiplicity: 1
ΔE to the lowest compared entry with this formula, charge and spin in kJ/mol: 168.52
E_LUMO in hartree: -0.064

---

3.
C10H8N2O2S | ωB97M-V/def2-TZVPD

The geometry in XYZ format:
```
23
Properties=species:S:1:pos:R:3:lowdin_charge:R:1
O 1.76276 -3.39430 1.79449 0.0781
C 1.66994 -2.63227 0.82986 -0.4447
C 0.91534 -1.38448 0.81818 -0.0007
N 1.27020 -0.84594 -0.54439 0.0417
C 0.57116 0.13445 -1.24664 -0.3997
O 0.89817 0.44745 -2.34765 0.1204
C -0.48982 0.90188 -0.53071 -0.1411
C -0.26369 1.58239 0.63172 -0.0435
C -1.25615 2.36371 1.22559 -0.0803
C -2.51347 2.49402 0.73333 -0.0777
C -2.86077 1.69490 -0.35785 -0.0461
C -1.84068 0.93156 -0.94574 -0.0043
C 2.26935 -1.64703 -1.13246 -0.8224
S 3.07128 -1.76749 -2.49644 0.7898
N 2.29700 -2.76243 -0.36766 0.0839
H -0.17662 -1.61459 0.87918 0.1674
H 1.19085 -0.69540 1.60472 0.1329
H 0.67404 1.51440 1.11113 0.1026
H -0.98912 2.89994 2.11810 0.1050
H -3.21322 3.08746 1.28065 0.1036
H -3.85588 1.65552 -0.58451 0.0760
H -2.12317 0.49715 -1.89808 0.1164
H 2.99251 -3.46090 -0.57481 0.1425
```

Computed properties:
SMILES: O=C1CN(C(=O)c2ccccc2)C(=S)N1
Net charge: 0
Gap between HOMO and LUMO in Eh: 0.323
Spin multiplicity: 1
ΔE to the lowest compared entry with this formula, charge and spin in kJ/mol: 47.84
E_LUMO in hartree: -0.002

---

How do the records compare in total energy? In the order shown, they have -37747.4664, -87773.5926, -28409.9617 eV.